1.
48
Properties=species:S:1:pos:R:3:mulliken_charge:R:1 method="wB97M-V/def2-TZVPD" spin_multiplicity=3 orbital_gap_ev="7.0 / 7.9" relative_energy_kj_mol=31.89 lumo_ev="-0.56 / -0.53"
Ni -0.202 0.069 0.154 -0.071
C -4.326 -3.632 -0.370 -0.431
C -3.295 -4.253 -1.066 -0.584
C -2.053 -3.652 -1.159 -0.258
C -1.839 -2.416 -0.557 0.566
C -2.868 -1.791 0.129 -0.348
C -4.110 -2.400 0.226 -0.710
N -0.591 -1.725 -0.624 0.615
N 0.344 -2.325 -1.164 -0.419
C 1.556 -1.591 -1.176 0.362
C 2.661 -2.141 -1.822 -0.696
C 3.849 -1.433 -1.814 -0.468
C 3.913 -0.194 -1.176 -0.588
C 2.790 0.345 -0.553 0.166
C 1.587 -0.353 -0.530 0.058
H -5.297 -4.106 -0.300 0.384
H -3.463 -5.212 -1.538 0.361
H -1.241 -4.119 -1.699 0.411
H -2.695 -0.821 0.581 0.352
H -4.909 -1.909 0.766 0.371
H 2.576 -3.098 -2.325 0.448
H 4.720 -1.835 -2.315 0.367
H 4.851 0.350 -1.173 0.419
H 2.852 1.325 -0.090 0.394
C -0.063 3.136 -2.756 -1.042
Si -0.477 3.286 -0.932 0.069
C -2.173 4.084 -0.819 -1.076
C 0.759 4.476 -0.171 -1.025
O -0.443 1.860 -0.195 -0.522
H 0.006 4.123 -3.223 0.365
H -0.837 2.568 -3.279 0.298
H 0.890 2.620 -2.901 0.297
H -2.169 5.073 -1.285 0.313
H -2.492 4.202 0.220 0.285
H -2.919 3.473 -1.333 0.281
H 0.693 5.457 -0.652 0.354
H 1.783 4.113 -0.291 0.268
H 0.570 4.613 0.897 0.292
C 0.354 -0.453 4.678 -1.031
S 0.650 -1.316 3.147 0.427
C 2.346 -0.809 2.907 -0.834
O -0.150 -0.552 2.132 -0.418
H 0.975 -0.893 5.458 0.412
H -0.699 -0.588 4.918 0.347
H 0.580 0.603 4.534 0.310
H 2.965 -1.287 3.666 0.469
H 2.404 0.277 2.963 0.290
H 2.632 -1.146 1.911 0.170

=====

2.
48
Properties=species:S:1:pos:R:3:mulliken_charge:R:1 method="wB97M-V/def2-TZVPD" smiles=CCOc1ccc(OCCSc2nnnn2C2CCCCC2)cc1 orbital_gap_ev=8.6 relative_energy_kj_mol=346.74 lumo_ev=0.54
C -6.422 -1.499 -1.174 -1.027
C -5.866 -1.612 0.243 -0.402
O -5.361 -0.386 0.731 -0.473
C -4.161 0.080 0.280 0.657
C -3.276 -0.607 -0.545 -0.152
C -2.075 -0.029 -0.906 -0.753
C -1.725 1.243 -0.464 0.422
C -2.609 1.933 0.358 -0.189
C -3.808 1.354 0.721 -0.896
H -4.498 1.883 1.359 0.404
H -2.385 2.926 0.715 0.334
O -0.518 1.716 -0.914 -0.486
C 0.068 2.830 -0.289 -0.879
C 0.521 2.538 1.142 -0.688
H 1.254 3.273 1.470 0.532
H -0.316 2.495 1.838 0.463
S 1.271 0.884 1.255 -0.214
C 2.609 1.104 0.184 0.662
N 3.113 2.257 -0.213 -0.231
N 4.124 1.956 -1.011 -0.710
N 4.272 0.705 -1.126 -0.413
N 3.331 0.108 -0.389 0.810
C 3.184 -1.324 -0.338 -0.850
C 3.333 -1.841 1.093 -0.296
C 3.200 -3.360 1.111 -0.833
C 1.858 -3.785 0.523 -0.566
C 1.715 -3.266 -0.904 -0.890
C 1.838 -1.746 -0.932 -0.031
H 1.031 -1.304 -0.344 0.066
H 1.759 -1.376 -1.956 0.368
H 0.746 -3.560 -1.313 0.368
H 2.492 -3.707 -1.533 0.359
H 1.779 -4.874 0.531 0.333
H 1.051 -3.382 1.137 0.326
H 3.291 -3.721 2.136 0.356
H 4.011 -3.802 0.526 0.362
H 2.552 -1.398 1.717 0.235
H 4.303 -1.540 1.494 0.299
H 4.000 -1.713 -0.958 0.317
H 0.944 3.062 -0.901 0.529
H -0.599 3.701 -0.292 0.361
H -1.387 -0.556 -1.548 0.466
H -3.500 -1.597 -0.911 0.334
H -5.102 -2.397 0.301 0.320
H -6.672 -1.866 0.937 0.314
H -5.642 -1.213 -1.876 0.325
H -6.841 -2.453 -1.481 0.354
H -7.203 -0.743 -1.203 0.303

=====

3.
50
Properties=species:S:1:pos:R:3:mulliken_charge:R:1 method="wB97M-V/def2-TZVPD" smiles="[H]/N=C(/N)NCCC[C@H](NC(=O)[C@@H](N)Cc1c[nH]c2ccccc12)C(=O)O" orbital_gap_ev=8.7 relative_energy_kj_mol=206.99 lumo_ev=0.43
C 1.934 -2.368 0.730 0.316
C 0.803 -1.945 -0.166 0.035
C 2.808 -1.341 1.472 -0.267
C 3.385 -0.503 0.382 0.237
C 3.986 -0.794 -0.773 -0.722
C 3.150 0.952 0.350 1.201
C 3.700 1.393 -0.885 -1.038
C 2.439 1.751 1.217 0.192
C 3.773 2.798 -1.121 -0.849
C 2.610 3.125 1.002 -0.870
C 3.319 3.608 -0.083 -0.467
C -0.720 -0.076 -0.823 0.711
C -1.119 1.250 -0.113 0.066
C -2.017 -0.977 -1.054 -1.048
C -2.729 -1.533 0.204 -0.754
C -3.826 -0.679 0.821 -0.881
C -5.399 0.812 -0.248 0.500
H 2.326 -3.954 -0.604 0.220
H 3.624 -3.515 0.357 0.241
H 1.470 -3.033 1.506 0.212
H 2.193 -0.658 2.078 0.045
H 3.655 -1.828 2.123 0.357
H 4.253 -1.781 -1.118 0.464
H 4.297 0.128 -2.558 0.221
H 1.928 1.379 2.057 0.436
H 4.141 3.275 -1.981 0.507
H 2.159 3.770 1.747 0.409
H 3.458 4.708 -0.188 0.320
H 1.247 -0.009 0.103 -0.383
H -0.361 0.149 -1.869 0.275
H -2.748 -0.386 -1.680 0.489
H -1.664 -1.841 -1.615 0.555
H -1.941 -1.855 0.874 0.388
H -3.319 -2.428 -0.130 0.341
H -3.525 0.266 1.312 0.538
H -4.319 -1.295 1.588 0.310
H -5.295 -1.175 -0.579 0.232
H -6.976 0.106 -0.945 0.189
H -5.169 2.668 0.030 0.360
H -3.758 1.894 -0.380 0.103
H -0.630 0.424 1.603 0.426
N 2.819 -3.171 -0.154 -0.623
N 4.123 0.275 -1.597 -0.003
N 0.380 -0.634 -0.055 0.266
N -4.756 -0.364 -0.220 -0.166
N -6.592 0.975 -0.587 -0.848
N -4.583 1.857 0.157 -0.398
O 0.146 -2.791 -0.724 -0.629
O -1.657 2.150 -0.696 -0.672
O -1.022 1.219 1.234 -0.543

=====

4.
58
Properties=species:S:1:pos:R:3:mulliken_charge:R:1 method="wB97M-V/def2-TZVPD" orbital_gap_ev="4.9 / 4.9" relative_energy_kj_mol=54.05 lumo_ev="-3.15 / -3.15"
W 3.090 0.471 0.283 0.289
N -0.162 1.276 3.739 -0.341
C -1.365 0.446 3.826 -0.741
C -1.895 0.059 2.448 -0.170
N -1.361 -1.210 1.968 0.131
C -1.960 -2.379 2.609 -0.812
C -0.934 -3.366 3.149 -0.646
N -0.382 -4.175 2.057 -0.382
H 0.152 1.522 4.671 0.237
H -0.367 2.146 3.260 0.154
H -2.171 0.941 4.383 0.338
H -1.107 -0.460 4.380 0.338
H -1.607 0.834 1.734 -0.024
H -2.995 0.046 2.490 0.381
H -1.456 -1.256 0.964 0.006
H -2.624 -2.914 1.917 0.388
H -2.597 -2.045 3.434 0.368
H -1.402 -3.980 3.930 0.391
H -0.117 -2.801 3.603 0.177
H -1.134 -4.700 1.620 0.253
H 0.271 -4.860 2.420 0.151
Se 2.504 0.142 2.775 0.000
Te 3.401 -3.640 2.839 -0.270
Te 4.449 -1.329 2.193 0.095
Se 4.169 -1.370 -0.990 -0.297
O -1.758 4.916 -4.661 -0.477
C -0.684 5.299 -3.929 0.576
O -0.099 6.303 -4.218 -0.548
C -0.288 4.415 -2.788 1.140
C -1.109 3.423 -2.260 -1.070
C -0.672 2.644 -1.202 -0.808
C 0.590 2.845 -0.641 0.098
S 1.029 1.878 0.777 -0.081
C 1.400 3.859 -1.154 -0.274
C 0.964 4.628 -2.217 -0.775
H -2.079 4.059 -4.363 0.276
H -2.112 3.251 -2.637 0.233
H -1.313 1.871 -0.795 0.423
H 2.364 4.046 -0.707 0.527
H 1.584 5.418 -2.619 0.455
O 3.401 1.557 -1.413 -0.381
N 3.800 2.208 -0.275 0.210
O 4.800 1.436 0.339 -0.512
N -1.250 -3.140 -4.122 -0.368
C -1.313 -3.213 -2.769 0.122
O -2.071 -3.951 -2.175 -0.614
C -0.382 -2.296 -2.022 1.027
C 0.094 -2.711 -0.791 -0.631
C 0.954 -1.892 -0.089 -0.090
N 1.312 -0.681 -0.536 0.925
C 0.837 -0.270 -1.720 -0.642
C -0.004 -1.046 -2.491 -1.094
H -1.817 -3.781 -4.650 0.246
H -0.500 -2.662 -4.588 0.199
H -0.197 -3.662 -0.379 0.568
H 1.325 -2.204 0.878 0.126
H 1.156 0.707 -2.054 0.736
H -0.363 -0.651 -3.432 0.464

=====

5.
54
Properties=species:S:1:pos:R:3:mulliken_charge:R:1 method="wB97M-V/def2-TZVPD" smiles="O=C1C=CC(=O)C(CC(=O)O)=C1.COC(=O)OC.COC(=O)OC.COC(=O)OC" orbital_gap_ev=9.0 relative_energy_kj_mol=254.13 lumo_ev=-1.36
O -0.068 -3.610 -0.316 -0.600
C -0.395 -2.486 -0.742 0.179
C 0.747 -1.434 -1.170 -0.289
C 0.502 -0.055 -0.969 -0.304
C -0.905 0.304 -0.277 0.248
O -1.005 1.221 0.568 -0.475
C -2.139 -0.618 -0.733 0.408
C -3.565 0.102 -0.935 -0.328
C -4.801 -0.892 -0.834 0.374
O -5.698 -0.775 -1.706 -0.529
O -4.976 -1.900 0.144 -0.422
C -1.892 -1.984 -0.956 -0.455
H 1.722 -1.780 -1.633 0.448
H 1.259 0.740 -1.281 0.394
H -3.670 1.046 -0.293 0.309
H -3.551 0.480 -2.023 0.323
H -5.847 -1.687 0.560 0.341
H -2.710 -2.694 -1.309 0.362
C -2.873 7.371 -0.534 -0.626
O -2.916 6.109 0.130 -0.313
C -1.710 5.622 0.464 0.773
O -0.648 6.153 0.252 -0.543
O -1.893 4.442 1.076 -0.285
C -0.685 3.802 1.491 -0.611
H -3.900 7.665 -0.755 0.221
H -2.427 8.130 0.112 0.291
H -2.325 7.293 -1.475 0.288
H -0.152 4.421 2.217 0.382
H -0.051 3.583 0.631 0.241
H -0.953 2.864 1.969 0.194
C 0.789 -2.574 2.267 -0.510
O 0.671 -2.993 3.627 -0.322
C -0.588 -3.014 4.088 0.739
O -1.576 -2.717 3.463 -0.533
O -0.557 -3.423 5.367 -0.339
C -1.838 -3.492 5.989 -0.614
H 1.847 -2.595 2.002 0.289
H 0.253 -3.256 1.603 0.302
H 0.423 -1.551 2.147 0.200
H -2.478 -4.212 5.474 0.288
H -2.308 -2.507 6.015 0.289
H -1.692 -3.832 7.014 0.214
C 5.289 -3.499 -4.061 -0.648
O 4.745 -2.446 -3.267 -0.244
C 5.384 -1.272 -3.396 0.707
O 6.338 -1.058 -4.101 -0.541
O 4.774 -0.378 -2.601 -0.221
C 5.351 0.927 -2.636 -0.681
H 4.696 -4.395 -3.877 0.213
H 5.225 -3.254 -5.123 0.296
H 6.323 -3.703 -3.774 0.292
H 5.289 1.349 -3.641 0.322
H 6.387 0.900 -2.291 0.304
H 4.779 1.562 -1.959 0.202

=====

6.
46
Properties=species:S:1:pos:R:3:mulliken_charge:R:1 method="wB97M-V/def2-TZVPD" smiles="CCOC(=O)C(CCOc1cccc(CC)c1)C(=O)OCC" orbital_gap_ev=9.1 relative_energy_kj_mol=19.06 lumo_ev=0.78
C 2.315 3.255 0.355 -1.235
C 1.116 2.458 -0.132 -0.146
H 0.260 2.621 0.530 0.191
H 0.854 2.725 -1.158 0.407
O 1.406 1.057 -0.178 -0.226
C 1.252 0.364 0.946 0.024
O 0.870 0.825 1.988 -0.601
C 1.560 -1.112 0.721 0.633
C 2.714 -1.232 -0.267 0.240
O 2.638 -1.709 -1.364 -0.615
O 3.827 -0.738 0.276 -0.324
C 5.000 -0.719 -0.543 -0.319
C 5.063 0.552 -1.376 -0.992
H 4.197 0.607 -2.031 0.286
H 5.075 1.425 -0.727 0.203
H 5.965 0.548 -1.981 0.421
H 4.990 -1.600 -1.193 0.345
H 5.838 -0.778 0.154 0.332
C 0.306 -1.821 0.194 -0.582
C -0.764 -1.959 1.285 -0.863
O -2.022 -2.317 0.761 -0.432
C -2.789 -1.364 0.155 0.310
C -4.017 -1.807 -0.340 -0.635
C -4.875 -0.921 -0.955 -0.585
C -4.528 0.414 -1.092 -0.603
C -3.310 0.867 -0.611 -0.109
C -2.445 -0.026 0.012 0.575
H -1.506 0.350 0.385 0.247
C -2.915 2.313 -0.726 -0.580
C -3.019 3.020 0.626 -1.143
H -2.729 4.065 0.534 0.341
H -2.373 2.544 1.360 0.286
H -4.041 2.975 0.995 0.382
H -3.563 2.815 -1.446 0.440
H -1.887 2.383 -1.091 0.053
H -5.204 1.102 -1.577 0.375
H -5.824 -1.272 -1.333 0.368
H -4.271 -2.849 -0.224 0.462
H -0.838 -1.038 1.876 0.485
H -0.502 -2.777 1.962 0.346
H 0.584 -2.808 -0.178 0.395
H -0.096 -1.261 -0.653 0.317
H 1.865 -1.539 1.681 0.543
H 3.170 3.084 -0.295 0.224
H 2.073 4.314 0.351 0.437
H 2.573 2.956 1.368 0.320

=====

7.
58
Properties=species:S:1:pos:R:3:mulliken_charge:R:1 method="wB97M-V/def2-TZVPD" charge=+1 orbital_gap_ev=7.8 relative_energy_kj_mol=0.00 lumo_ev=-4.06
Ca -0.293 -0.350 -1.473 1.285
P -1.306 2.054 0.063 0.575
C 0.054 3.124 0.672 -0.880
C 1.113 2.338 1.401 0.213
N 1.292 1.032 1.126 0.155
C 2.176 0.337 1.859 0.375
C 2.941 0.936 2.860 -0.776
C 2.828 2.295 3.095 -0.579
C 1.890 2.999 2.355 -0.742
C 2.337 -1.147 1.661 -1.137
P 1.706 -1.719 0.040 0.975
H 1.728 4.060 2.508 0.462
H 3.598 0.310 3.454 0.471
H 3.443 2.792 3.854 0.410
H 3.403 -1.424 1.731 0.484
H 1.766 -1.701 2.422 0.450
H 0.463 3.596 -0.238 0.442
H -0.396 3.885 1.336 0.451
H 2.460 1.158 -3.936 0.310
O 2.361 1.796 -3.175 -0.573
H 2.774 2.616 -3.514 0.283
H 1.243 -2.214 -3.988 0.306
O 2.048 -1.664 -3.887 -0.558
H 2.668 -2.048 -4.540 0.285
C 3.349 -1.751 -0.782 -1.378
H 3.996 -2.400 -0.190 0.472
H 3.246 -2.085 -1.821 0.319
H 3.716 -0.723 -0.768 0.400
C 1.640 -3.512 0.444 -1.367
H 1.266 -4.068 -0.425 0.306
H 2.625 -3.874 0.735 0.448
H 0.936 -3.640 1.268 0.373
C -2.426 2.281 1.523 -1.400
H -2.567 3.353 1.669 0.478
H -3.386 1.780 1.349 0.297
H -1.940 1.858 2.405 0.370
C -2.170 3.387 -0.874 -1.297
H -3.126 2.988 -1.235 0.372
H -2.333 4.250 -0.231 0.419
H -1.527 3.666 -1.712 0.388
O -5.428 -6.338 -0.901 -0.587
N -5.618 -5.161 -0.556 0.961
O -6.665 -4.797 0.025 -0.591
C -4.598 -4.185 -0.837 -0.352
C -3.403 -4.618 -1.435 -0.485
C -2.346 -3.724 -1.508 -0.305
C -2.512 -2.425 -0.877 0.830
O -1.518 -1.716 -0.489 -0.677
C -3.831 -1.951 -0.564 -0.091
C -4.852 -2.869 -0.436 -0.444
N -3.982 -0.490 -0.482 1.020
O -4.628 -0.003 0.455 -0.564
O -3.429 0.187 -1.405 -0.562
N -1.118 -4.038 -2.218 0.762
O -0.809 -5.221 -2.413 -0.518
O -0.409 -3.049 -2.614 -0.478
H -3.350 -5.639 -1.800 0.608
H -5.840 -2.620 -0.044 0.585

=====

8.
47
Properties=species:S:1:pos:R:3:mulliken_charge:R:1 method="wB97M-V/def2-TZVPD" charge=+2 spin_multiplicity=5 orbital_gap_ev="8.9 / 5.1" lumo_ev="-5.61 / -9.95"
C 0.505 -0.110 -4.893 1.067
C 1.847 0.497 -5.340 -1.391
C 0.233 -1.422 -5.621 -1.456
C -0.614 0.883 -5.199 -1.406
Cl 0.595 -0.427 -3.174 -0.171
H 0.233 -1.228 -6.691 0.368
H -0.761 -1.795 -5.370 0.387
H 1.012 -2.164 -5.427 0.381
H 1.807 0.650 -6.423 0.368
H 2.686 -0.183 -5.138 0.364
H 1.996 1.485 -4.883 0.375
H -0.631 1.059 -6.275 0.366
H -0.431 1.848 -4.720 0.374
H -1.586 0.465 -4.935 0.374
C 2.047 -1.914 2.402 -0.178
C 1.284 -2.926 1.733 -0.357
C 1.617 -2.888 0.345 -0.280
H 0.619 -3.641 2.226 0.547
C 2.589 -1.878 0.141 -0.258
C 2.844 -1.280 1.413 -0.572
H 3.564 -0.494 1.591 0.587
H 2.014 -1.688 3.471 0.451
H 1.225 -3.550 -0.412 0.480
H 3.103 -1.641 -0.796 0.481
C -2.500 -0.058 1.964 -0.216
C -1.942 -1.319 2.344 -0.412
C -1.684 -2.050 1.130 -0.502
H -1.738 -1.635 3.379 0.392
C -2.063 -1.231 0.008 -0.442
C -2.547 0.012 0.525 -0.656
H -2.916 0.856 -0.069 0.441
H -2.800 0.739 2.649 0.436
H -1.274 -3.049 1.075 0.656
H -1.982 -1.500 -1.060 0.430
Pd -0.633 -0.308 1.148 0.540
S 1.290 1.649 1.845 -0.345
C 0.272 2.167 3.101 0.176
N -0.015 1.531 4.261 0.023
C -0.831 2.360 5.147 -0.453
C -1.142 3.587 4.308 -0.418
N -0.402 3.339 3.076 -0.110
H 0.446 0.663 4.527 0.152
H -0.261 2.621 6.043 0.326
H -1.740 1.820 5.422 0.278
H -0.792 4.509 4.773 0.326
H -2.208 3.669 4.086 0.280
H -0.332 3.964 2.294 0.199

=====

| no. | M (g/mol) |
| --- | --- |
| 1 | 407.2 |
| 2 | 348.5 |
| 3 | 360.4 |
| 4 | 1021.4 |
| 5 | 436.4 |
| 6 | 308.4 |
| 7 | 531.4 |
| 8 | 431.3 |